Record 1
{"formula": "C7H14", "method": "ωB97M-V with the def2-TZVPD basis set", "smiles": "CC(C)(C)C1CC1", "homo_energy_ev": -10.12, "gap_ev": 11.10, "e_tot_ha": -275.08625, "species": ["C", "C", "C", "C", "C", "C", "C", "H", "H", "H", "H", "H", "H", "H", "H", "H", "H", "H", "H", "H", "H"], "positions_angstrom": [[-0.81297, -1.72399, -0.24011], [-0.11058, -0.48119, 0.32611], [1.40706, -0.69531, 0.26241], [-0.52070, -0.29354, 1.79913], [-0.54641, 0.74158, -0.51005], [0.15341, 1.26296, -1.73145], [0.17861, 2.05654, -0.45782], [-1.90382, -1.62754, -0.17289], [-0.55176, -1.86996, -1.29441], [-0.52287, -2.62867, 0.30932], [1.69489, -1.56629, 0.86166], [1.74144, -0.87647, -0.76498], [1.95628, 0.16836, 0.65461], [-1.60207, -0.13958, 1.89796], [-0.25334, -1.17700, 2.39658], [-0.01729, 0.57482, 2.24065], [-1.60101, 0.79923, -0.71551], [1.05557, 0.77705, -2.07365], [-0.48109, 1.65132, -2.52921], [-0.39122, 2.97931, -0.39643], [1.13420, 2.08322, 0.05618]], "atomic_forces_ev_per_a": [[0.0, 0.0, 0.0], [0.0, 0.1, -0.2], [0.0, 0.0, -0.1], [0.0, 0.1, -0.1], [0.2, -0.2, 0.0], [0.1, 0.0, -0.4], [0.0, 0.1, 0.1], [0.2, 0.0, 0.0], [0.0, 0.0, 0.1], [0.0, 0.2, -0.1], [-0.1, 0.1, -0.1], [0.0, 0.0, 0.1], [-0.1, -0.1, 0.0], [0.1, 0.0, -0.1], [0.0, 0.2, -0.2], [-0.1, -0.1, -0.1], [-0.5, 0.0, 0.7], [0.1, 0.1, 0.0], [0.2, -0.3, 0.2], [0.1, -0.2, 0.0], [-0.2, 0.0, 0.1]], "nbo_charge": [-0.601, -0.050, -0.611, -0.601, -0.222, -0.421, -0.427, 0.206, 0.210, 0.206, 0.212, 0.208, 0.207, 0.208, 0.205, 0.209, 0.214, 0.210, 0.211, 0.215, 0.212]}

Record 2
{"formula": "C14H28BCl6CuF4O4S2", "method": "ωB97M-V with the def2-TZVPD basis set", "homo_energy_ev": -10.01, "gap_ev": 9.91, "e_tot_ha": -6473.78375, "species": ["Cu", "B", "F", "F", "F", "F", "C", "C", "C", "S", "O", "O", "C", "H", "H", "H", "H", "H", "H", "H", "H", "C", "C", "C", "S", "O", "O", "C", "H", "H", "H", "H", "H", "H", "H", "H", "Cl", "C", "C", "Cl", "H", "H", "H", "H", "Cl", "C", "C", "Cl", "H", "H", "H", "H", "Cl", "C", "C", "Cl", "H", "H", "H", "H"], "positions_angstrom": [[16.51435, -11.13944, 1.92082], [18.46304, -9.60908, 1.06836], [19.21247, -8.84724, 0.19881], [18.20222, -10.89134, 0.47463], [19.08457, -9.80314, 2.31225], [17.17564, -9.01045, 1.26400], [20.18471, -13.92298, 3.94851], [21.04760, -13.51060, 2.76709], [20.10158, -12.96700, 1.69988], [18.59482, -13.94394, 1.85122], [18.55812, -14.93031, 0.80625], [17.39623, -13.13910, 2.05667], [19.03659, -14.73756, 3.38810], [19.81635, -13.02722, 4.45710], [20.72670, -14.51494, 4.68326], [21.64239, -14.33734, 2.37161], [21.75484, -12.71370, 3.00311], [20.38538, -13.06900, 0.65734], [19.81315, -11.95144, 1.93953], [19.40278, -15.71691, 3.08025], [18.17785, -14.83698, 4.04380], [18.06309, -7.07357, 4.87958], [17.31678, -6.58698, 3.62732], [15.98220, -7.33334, 3.49908], [16.12420, -8.77952, 4.54397], [15.97001, -9.98597, 3.75082], [15.28942, -8.62150, 5.70511], [17.83427, -8.56214, 5.01875], [17.68323, -6.53903, 5.75068], [19.12779, -6.86402, 4.77465], [17.89824, -6.82847, 2.73314], [17.16636, -5.51024, 3.64291], [15.81514, -7.68974, 2.49077], [15.09535, -6.79913, 3.83643], [18.40590, -9.14233, 4.30326], [17.91722, -8.92009, 6.04057], [23.81235, -9.50148, 1.50627], [22.05407, -9.24452, 1.56728], [21.70277, -7.79370, 1.71742], [22.29055, -7.12155, 3.26339], [21.67527, -9.82174, 2.40661], [21.63613, -9.62593, 0.64036], [20.62778, -7.67136, 1.75530], [22.10819, -7.21674, 0.89102], [22.05032, -8.40605, -1.79021], [20.85789, -9.13656, -2.92044], [20.31620, -10.44839, -2.40054], [21.56230, -11.67639, -2.13976], [21.35689, -9.21617, -3.88164], [20.06167, -8.40212, -2.97961], [19.59945, -10.82996, -3.12914], [19.76312, -10.27204, -1.48160], [17.45541, -7.43228, -2.70601], [17.90459, -6.21834, -1.45239], [16.89315, -6.13713, -0.33912], [15.35685, -5.43293, -0.85971], [18.05948, -5.26833, -1.95362], [18.85628, -6.58091, -1.06596], [17.31491, -5.48710, 0.43263], [16.72490, -7.11055, 0.10960]], "atomic_forces_ev_per_a": [[0.1, -0.3, 0.6], [-0.2, -0.1, -0.6], [0.0, 0.2, 0.2], [0.1, 0.3, 0.2], [-0.1, 0.1, -0.2], [0.3, -0.1, 0.1], [0.0, 0.2, 0.4], [0.5, 0.2, -0.6], [-0.7, 0.0, 0.2], [0.1, -0.4, -0.1], [-0.1, 0.1, -0.1], [-0.1, 0.5, 0.1], [0.1, -0.2, 0.0], [-0.1, -0.1, 0.0], [0.1, 0.1, 0.0], [-0.2, -0.1, 0.1], [0.0, -0.1, 0.2], [0.3, 0.1, 0.0], [0.0, 0.2, -0.1], [-0.1, -0.1, 0.1], [-0.1, 0.0, -0.1], [0.1, 0.5, -0.1], [-0.1, -0.2, -0.4], [-0.1, 0.0, 0.0], [0.1, 0.3, 0.3], [-0.1, -0.7, -0.4], [-0.1, -0.1, -0.1], [-0.4, -0.1, -0.1], [0.1, -0.1, 0.1], [0.0, 0.0, 0.1], [0.1, 0.1, 0.1], [0.0, 0.0, 0.0], [-0.1, 0.0, -0.1], [0.1, 0.1, 0.2], [0.2, -0.1, 0.1], [0.1, -0.2, 0.0], [0.2, 0.0, -0.1], [-0.1, -0.2, 0.2], [-0.1, 0.1, 0.0], [0.1, 0.1, 0.1], [0.0, 0.0, 0.0], [0.0, 0.0, 0.0], [-0.1, -0.1, -0.2], [0.1, 0.1, 0.1], [0.0, 0.0, -0.1], [0.3, 0.2, 0.2], [-0.6, 0.5, -0.2], [0.1, -0.1, 0.1], [0.0, -0.1, 0.0], [-0.2, -0.1, -0.1], [0.1, -0.1, 0.0], [0.2, -0.2, 0.1], [-0.1, 0.2, 0.1], [0.2, -0.5, -0.2], [0.6, 0.1, 0.2], [-0.2, 0.0, 0.0], [-0.1, 0.0, 0.0], [0.0, 0.1, 0.2], [-0.1, 0.0, -0.1], [-0.2, -0.1, -0.1]], "nbo_charge": [0.940, 1.324, -0.551, -0.582, -0.564, -0.587, -0.407, -0.411, -0.664, 2.173, -0.925, -1.032, -0.668, 0.214, 0.233, 0.220, 0.236, 0.274, 0.265, 0.249, 0.258, -0.413, -0.403, -0.677, 2.183, -1.032, -0.927, -0.671, 0.219, 0.241, 0.216, 0.230, 0.265, 0.257, 0.266, 0.258, -0.065, -0.396, -0.380, -0.081, 0.215, 0.244, 0.230, 0.227, -0.089, -0.372, -0.409, -0.057, 0.220, 0.237, 0.226, 0.244, -0.082, -0.372, -0.409, -0.051, 0.223, 0.236, 0.217, 0.241]}